Below is C7H12AlN2S2 as an isolated structure in a non-equilibrium geometry, with properties calculated with ωB97M-V/def2-TZVPD.

Element x y z (Å)
H: 0.362 -0.408 0.659
N: -1.968 0.491 0.263
H: 2.691 -1.182 2.271
C: -2.796 -1.427 -0.197
S: -1.694 1.879 2.477
C: 1.007 -0.728 -0.158
Al: 2.686 -1.543 0.677
H: -2.096 1.268 -1.711
S: -0.342 2.638 -0.069
H: 4.052 -1.003 0.004
C: -2.276 0.433 -1.066
H: -2.141 -0.959 1.853
H: 2.519 -3.161 0.595
C: 1.268 1.820 -0.324
H: 1.814 2.542 -0.930
H: 0.539 -1.497 -0.772
H: 1.833 1.711 0.600
H: -3.126 -2.444 -0.075
H: 2.270 0.379 -1.497
N: -2.785 -0.714 -1.358
H: 0.592 0.551 -1.926
C: -2.302 -0.717 0.826
C: 1.269 0.492 -1.069
C: -1.381 1.579 0.927

Values from the calculation:
F_max: 0.03067 hartree/bohr
Energy relative to the best compared isomer or geometry (same formula, charge and spin): 0.0 kJ/mol
E_LUMO: 1.75 eV
Electronic energy: -1422.2356 hartree
Total charge: -1
Gap between HOMO and LUMO: 6.536 eV